{"formula": "C20H55N4O16S2", "method": "ωB97M-V/def2-TZVPD", "lumo_energy_ev": -4.8, "total_charge": 1, "symbols": ["C", "C", "C", "O", "C", "O", "C", "S", "C", "N", "N", "N", "N", "C", "C", "O", "O", "O", "C", "O", "C", "S", "H", "H", "H", "H", "H", "H", "H", "H", "H", "H", "H", "H", "H", "H", "H", "C", "O", "H", "H", "H", "H", "C", "O", "H", "H", "H", "H", "C", "O", "H", "H", "H", "H", "C", "O", "H", "H", "H", "H", "C", "O", "H", "H", "H", "H", "C", "O", "H", "H", "H", "H", "C", "O", "H", "H", "H", "H", "C", "O", "H", "H", "H", "H", "C", "O", "H", "H", "H", "H", "C", "O", "H", "H", "H", "H"], "positions_angstrom": [[-1.182, -3.071, -2.676], [-1.271, -1.403, -2.587], [0.298, -0.914, -2.327], [0.409, 0.387, -1.649], [1.412, 0.310, -0.572], [1.145, -0.499, 0.474], [2.824, 1.194, -0.528], [3.475, 1.029, 1.241], [4.516, 2.508, 1.732], [4.800, 3.777, 0.956], [5.654, 4.430, 1.871], [5.870, 3.697, 3.047], [5.190, 2.483, 3.098], [5.164, 1.453, 4.211], [4.910, 2.218, 5.650], [5.690, 3.225, 6.125], [3.762, 1.827, 6.518], [-1.822, -0.968, -3.879], [-3.026, -0.139, -3.729], [-2.928, 1.153, -4.146], [-4.489, -0.614, -3.167], [-4.620, -2.421, -2.697], [-1.878, -3.391, -3.592], [-0.100, -3.439, -2.964], [-1.632, -3.597, -1.733], [-1.998, -1.085, -1.703], [0.819, -1.807, -1.761], [0.813, -0.832, -3.375], [2.669, 2.318, -0.863], [3.592, 0.739, -1.319], [6.506, 4.110, 3.763], [4.203, 0.775, 4.029], [6.144, 0.771, 4.210], [3.483, 2.661, 7.013], [-4.825, 0.009, -2.211], [-5.276, -0.411, -4.022], [-3.748, -2.544, -1.568], [0.919, -2.798, 2.862], [1.430, -1.795, 3.721], [0.990, -3.766, 3.365], [-0.128, -2.584, 2.635], [1.505, -2.824, 1.941], [1.354, -0.949, 3.249], [-2.807, 2.134, -0.045], [-3.200, 2.033, -1.401], [-3.666, 1.911, 0.591], [-2.009, 1.416, 0.158], [-2.458, 3.149, 0.160], [-2.418, 2.237, -1.942], [-1.642, -6.373, -0.409], [-1.722, -4.983, -0.153], [-2.180, -6.595, -1.334], [-0.595, -6.665, -0.520], [-2.100, -6.924, 0.416], [-1.237, -4.817, 0.673], [-7.336, 1.272, -0.677], [-8.070, 0.102, -0.989], [-6.603, 1.452, -1.467], [-8.016, 2.124, -0.613], [-6.816, 1.134, 0.274], [-8.712, -0.032, -0.271], [0.210, 1.008, 5.872], [0.857, 2.040, 5.151], [-0.863, 1.212, 5.898], [0.386, 0.051, 5.376], [0.597, 0.978, 6.894], [1.807, 1.833, 5.146], [3.278, 3.351, -4.025], [3.349, 3.126, -2.629], [2.808, 2.487, -4.501], [2.678, 4.243, -4.221], [4.286, 3.481, -4.426], [3.770, 3.909, -2.235], [-0.689, 3.845, -4.567], [-1.291, 3.541, -3.322], [0.250, 4.374, -4.388], [-0.486, 2.919, -5.110], [-1.358, 4.482, -5.151], [-2.122, 3.073, -3.513], [-9.429, -3.274, -2.360], [-8.423, -2.670, -1.568], [-9.132, -4.300, -2.589], [-10.372, -3.284, -1.808], [-9.546, -2.714, -3.291], [-8.714, -1.761, -1.381], [8.651, 5.961, 5.282], [7.916, 4.791, 4.970], [9.384, 6.141, 4.492], [7.970, 6.813, 5.346], [9.170, 5.823, 6.233], [7.275, 4.657, 5.688], [1.510, -8.216, -2.437], [1.097, -7.028, -3.086], [1.307, -8.127, -1.368], [0.955, -9.066, -2.842], [2.582, -8.362, -2.591], [1.290, -7.137, -4.033]], "forces_ev_per_angstrom": [[-0.88, 0.17, -1.19], [0.49, -1.98, 1.12], [-0.90, -1.82, -1.45], [3.78, -0.63, 2.38], [-2.58, -3.64, 4.49], [2.10, 4.99, -6.32], [-0.72, 0.61, -2.03], [0.89, 1.49, 0.29], [0.21, 0.62, -0.01], [2.09, -3.39, 7.20], [-1.26, -3.46, 1.26], [-1.44, 0.94, -3.53], [-1.24, 2.07, -4.85], [-1.04, -0.94, 0.99], [2.12, 5.09, 4.62], [-4.85, -6.47, -3.86], [2.72, 1.68, -3.18], [-2.55, 2.06, 1.79], [1.15, 6.64, -2.13], [-0.58, -8.31, 2.40], [0.32, 0.40, 0.51], [0.80, 0.50, 0.66], [1.53, 0.80, 2.06], [-2.09, 0.73, 0.88], [1.36, 1.07, -1.73], [1.77, -0.48, -1.79], [-1.13, 2.14, -0.74], [-1.02, 0.00, 1.87], [0.11, -2.46, 0.78], [-1.71, 0.88, 1.93], [0.10, -0.20, 0.09], [2.20, 1.45, 0.20], [-2.12, 1.79, 0.13], [0.91, -1.26, -0.65], [1.18, -0.94, -2.34], [1.77, -0.51, 1.72], [-1.15, 0.62, -1.51], [-0.04, 0.00, -0.22], [0.24, 0.70, 0.14], [0.04, 0.22, 0.04], [-0.01, -0.19, -0.14], [-0.17, -0.18, -0.08], [-0.06, -0.46, 0.15], [0.13, 0.12, -0.18], [0.11, -0.12, -0.22], [0.08, 0.02, -0.15], [0.06, 0.02, 0.27], [0.04, -0.04, 0.26], [-0.35, -0.18, 0.32], [0.10, -0.22, 0.11], [0.15, 0.43, 0.60], [0.10, 0.14, 0.15], [-0.08, -0.21, -0.11], [0.01, -0.20, -0.13], [-0.33, 0.00, -0.48], [-0.05, 0.11, 0.14], [-0.56, -0.29, 0.26], [-0.16, -0.08, 0.08], [0.22, 0.15, 0.02], [0.12, 0.21, -0.02], [0.36, 0.15, -0.31], [0.05, -0.31, 0.10], [0.70, 0.39, -0.39], [0.23, 0.07, -0.05], [-0.17, -0.13, 0.22], [-0.18, -0.19, 0.08], [-0.60, 0.10, 0.11], [0.01, 0.22, -0.36], [0.32, 0.32, 0.67], [0.05, 0.13, 0.18], [0.04, -0.09, -0.22], [-0.11, 0.00, -0.19], [-0.20, -0.39, -0.20], [-0.20, -0.19, -0.04], [-0.33, -0.10, 0.40], [-0.17, -0.05, 0.09], [0.07, 0.10, -0.19], [0.19, 0.01, -0.18], [0.35, 0.20, -0.25], [0.05, 0.19, 0.12], [-0.12, 0.23, 0.23], [0.01, 0.17, 0.07], [-0.17, -0.17, -0.21], [-0.19, -0.16, -0.13], [0.55, -0.48, -0.28], [0.21, 0.52, 0.06], [-1.09, -0.76, -0.11], [-0.17, -0.11, 0.12], [0.21, 0.11, 0.03], [0.04, 0.13, -0.10], [0.38, -0.15, -0.17], [0.06, -0.09, -0.22], [-0.02, 0.29, -0.49], [0.00, 0.06, -0.19], [0.11, -0.17, 0.19], [0.01, -0.22, 0.18], [-0.17, 0.15, 0.54]]}